Here is a cluster of 2 separate species, C3H11NOS in total in a non-equilibrium geometry from the Open Molecules 2025 dataset. Energies are from ωB97M-V/def2-TZVPD.

XYZ file:
```
17
Properties=species:S:1:pos:R:3:forces:R:3
C 0.0165 -1.1826 0.0400 -0.17 1.22 0.52
C 0.1811 0.2410 0.6319 -1.02 1.79 -0.97
C 1.6462 0.6670 0.3601 -0.87 1.54 3.18
S 2.2191 2.4167 1.1304 -1.50 -1.92 -0.65
N -1.1925 -1.8732 0.3377 -1.45 -0.49 -0.34
H 0.8604 -1.7042 0.4761 0.16 -0.65 -0.26
H 0.1143 -1.1322 -1.0390 0.33 -0.17 -0.20
H -0.5981 1.0124 0.1815 1.62 -1.58 0.71
H -0.0728 0.1984 1.7018 0.42 0.04 -0.18
H 1.8795 0.7132 -0.6382 0.31 0.30 -2.46
H 2.2895 -0.0661 0.8009 0.52 -0.28 0.43
H 0.9473 2.6948 1.5276 0.58 0.06 -0.11
H -1.3162 -2.1465 1.3063 -0.10 0.31 -0.32
H -2.0609 -1.5215 -0.1177 1.28 -0.21 0.77
H -2.2312 0.8537 -2.7173 1.15 -1.16 2.21
H -0.8845 0.4051 -2.0920 1.51 0.01 -0.37
O -1.7978 0.4240 -1.8903 -2.79 1.19 -1.96
```
Positions in Å, forces in eV/Å.

Results
- net charge = 0
- E (eV) = -17661.344
- Kohn-Sham gap (eV) = 9.40
- relative energy (zero: lowest compared OMol25 entry of this formula, charge and spin) (eV) = 1.077
- E_LUMO (Eh) = 0.02165
- highest occupied orbital energy (eV) = -8.81
- SMILES = NCCCS.O